Record 1
80
Properties=species:S:1:pos:R:3:forces:R:3 method="wB97M-V/def2-TZVPD" smiles="O=C1OC[C@@H](F)O1.O=C1OC[C@@H](F)O1.CC(C)O.CC(C)O.CC(C)O.CC(C)O.CC(C)O" orbital_gap_ev=9.7 e_homo_ha=-0.359 charge=0
O -5.960576 0.916275 2.884086 2.7 -0.4 -0.1
C -4.796376 0.633015 2.722216 -0.6 -1.8 1.0
O -4.044556 0.810525 1.653886 0.2 1.1 -1.5
C -2.686976 0.301035 1.777186 -1.6 0.1 -0.3
C -2.622916 0.023515 3.228506 -0.7 0.0 -0.7
F -2.098716 1.172045 3.798476 -0.2 -0.7 0.8
O -3.998466 -0.197605 3.614976 0.9 1.5 -0.4
H -2.587486 -0.638935 1.234356 -0.2 0.2 -0.4
H -1.951276 1.038115 1.455376 -0.3 0.0 -0.1
H -1.968746 -0.848055 3.251116 -0.1 0.0 1.8
O -1.497466 -0.104345 -1.092894 4.3 -1.2 1.2
C -0.355706 -0.545595 -0.821184 -5.5 0.3 -1.8
O -0.134486 -1.856595 -0.576514 -0.6 0.7 -0.2
C 1.192954 -1.962235 -0.153844 1.7 0.0 -0.3
C 1.854324 -0.710705 -0.815764 -0.2 -1.5 2.3
F 2.197684 -0.993175 -2.064194 0.4 -0.3 -1.6
O 0.766524 0.150625 -0.837084 0.4 1.6 0.1
H 1.185024 -1.984525 0.935906 0.4 0.2 0.1
H 1.693514 -2.842225 -0.557754 -0.4 -0.2 0.0
H 2.734154 -0.332565 -0.295174 -0.3 0.4 0.0
C 4.355084 1.712605 -2.180364 -0.3 0.0 -0.7
C 5.593494 1.429395 -1.409054 1.8 0.7 0.7
C 6.109954 2.556225 -0.552154 -0.2 1.5 -0.4
O 5.361914 0.445095 -0.488214 -1.7 -3.1 1.3
H 4.491794 2.621145 -2.766864 -0.1 0.0 -0.1
H 3.462124 1.837655 -1.567924 0.1 0.1 0.3
H 4.178124 0.876355 -2.856734 -0.2 0.1 -0.1
H 6.394094 1.080155 -2.061094 0.0 0.2 -0.6
H 6.697964 2.283335 0.324126 0.4 -0.6 -0.4
H 5.247214 3.022055 -0.075914 -0.1 0.5 -0.3
H 6.679094 3.248495 -1.172594 -0.1 0.5 0.3
H 6.175584 0.133735 -0.084994 0.0 0.1 -0.1
C -0.240916 -4.266825 4.833176 1.1 0.4 -0.1
C -0.382306 -3.710285 3.432646 -2.0 -1.0 1.0
C -1.854036 -3.877365 2.996876 1.0 -0.4 -0.8
O -0.226776 -2.344475 3.506806 0.7 2.2 -0.5
H -0.508636 -5.323105 4.859436 0.0 0.2 0.5
H -0.728246 -3.586735 5.531816 -0.9 -0.5 0.0
H 0.793064 -4.099475 5.134786 0.5 -0.6 0.0
H 0.371704 -4.142275 2.774656 -0.3 -0.3 -0.4
H -2.525316 -3.328505 3.657356 0.2 0.0 0.1
H -2.132356 -4.931045 2.977396 -0.1 0.0 0.0
H -1.942796 -3.472195 1.988876 -0.3 0.0 -0.1
H 0.587514 -2.143625 3.973916 0.0 0.2 0.1
C 1.189234 3.541335 -5.037534 0.9 2.0 0.5
C -0.093506 2.813565 -4.980374 1.3 -2.7 -1.5
C -0.506796 2.313085 -3.653054 -0.1 -0.7 1.1
O -1.145306 3.419115 -5.600644 -1.6 1.7 -0.7
H 1.089624 4.359575 -4.324334 0.6 0.3 0.3
H 1.409384 4.009585 -5.996904 -0.5 -0.1 -0.2
H 2.076444 2.939955 -4.839284 -0.2 -0.2 0.5
H 0.137034 1.994525 -5.661644 -0.3 -0.9 0.2
H 0.300824 1.816305 -3.115414 0.1 0.1 0.1
H -1.327866 1.598525 -3.710984 0.0 0.0 -0.2
H -0.887066 3.128305 -3.037504 0.2 0.3 0.2
H -1.647806 3.857555 -4.910094 -0.3 0.3 -0.2
C -4.455246 -0.930885 -3.580814 0.2 0.2 -1.2
C -4.679806 -1.880575 -2.450354 -0.5 1.5 3.1
C -4.968656 -1.087675 -1.103294 1.3 0.1 0.0
O -5.769056 -2.735575 -2.624124 -0.6 -0.7 -0.8
H -5.215926 -0.158145 -3.691884 -0.3 0.0 0.5
H -4.502116 -1.467635 -4.528334 0.3 -0.2 -0.1
H -3.502096 -0.405295 -3.522774 0.1 -0.1 0.1
H -3.821246 -2.507575 -2.209844 0.1 0.0 -0.5
H -5.252346 -1.725825 -0.266404 -0.3 -0.4 -0.3
H -5.653026 -0.240555 -1.149154 -0.4 -0.2 -0.5
H -4.065366 -0.614155 -0.718664 0.4 0.1 -0.3
H -6.553126 -2.189175 -2.533064 -0.2 -0.1 -0.1
C 1.331764 2.221775 2.678406 0.4 -0.7 0.2
C 1.702674 0.733665 2.803846 0.2 0.4 -1.3
C 3.123764 0.413315 2.338856 -0.2 0.5 -0.2
O 1.548594 0.359385 4.120696 -0.2 -0.2 2.0
H 1.415224 2.540815 1.639496 -0.1 0.1 0.0
H 2.042234 2.766025 3.300606 0.1 0.2 -0.1
H 0.338444 2.435275 3.073176 0.0 -0.2 -0.1
H 1.019304 0.101575 2.236766 -0.3 0.1 -0.6
H 3.848394 0.900095 2.991606 0.0 0.0 0.1
H 3.319024 0.776485 1.329856 0.0 0.0 0.0
H 3.288574 -0.664095 2.349216 0.1 -0.1 0.0
H 1.988084 -0.481605 4.266266 0.2 0.0 0.1

***

Record 2
76
Properties=species:S:1:pos:R:3:forces:R:3 method="wB97M-V/def2-TZVPD" orbital_gap_ev=8.9 e_homo_ha=-0.408 charge=+1
C 1.809746 -3.729210 -1.620028 0.5 0.8 0.2
C 2.263425 -2.648284 -0.614243 -0.5 -0.6 0.4
N 1.491033 -1.404153 -0.711299 0.6 -0.4 -0.1
C 1.810938 -0.635854 -1.894245 -0.5 0.1 1.5
O 3.159781 -0.180651 -1.802936 -0.5 0.0 -0.7
C 3.873892 -0.175047 -3.001632 1.8 0.2 -0.1
C 4.190973 -1.577087 -3.544827 -1.0 0.6 -0.5
S 3.107111 0.869060 -4.323873 -0.6 0.2 -0.2
C 5.227337 0.446431 -2.662175 -0.1 -0.4 1.1
O 5.080643 1.652035 -1.910336 -0.1 -0.2 -0.7
C 6.247873 2.387456 -2.020643 -3.0 0.9 -3.5
C 6.291717 3.290969 -3.231864 -1.0 0.1 0.3
O 7.096915 2.293070 -1.264667 3.8 -0.5 3.8
C 0.793210 0.506240 -1.951456 -1.6 -0.5 -0.2
C -0.503851 -0.080783 -2.554101 0.9 0.6 -0.2
C -1.627904 0.929013 -2.694021 -0.6 -1.5 -1.2
C -2.718781 0.350469 -3.619639 0.2 0.2 0.4
F -2.227532 1.149271 -1.457564 0.1 0.6 0.3
O 0.479802 0.996929 -0.652209 0.7 0.2 -0.1
C 0.509920 2.407265 -0.565025 0.0 0.1 0.7
H 1.514328 -4.624615 -1.092470 -0.1 -0.3 0.0
H 0.965985 -3.359034 -2.192846 -0.2 -0.1 -0.1
H 2.629002 -3.960335 -2.292124 -0.1 -0.2 -0.3
H 2.063538 -3.050283 0.377822 0.0 0.1 0.2
H 3.341916 -2.484029 -0.632502 0.1 0.1 -0.3
H 1.725588 -0.856315 0.110984 -0.3 0.3 -0.2
H 1.616525 -1.300180 -2.736933 0.5 0.1 -0.3
H 3.359085 -1.880048 -4.175150 -0.1 -0.4 0.0
H 4.351241 -2.299816 -2.754033 0.2 0.0 0.1
H 5.035006 -1.483523 -4.221634 0.3 -0.2 0.1
H 4.208802 1.361193 -4.918469 0.0 -0.2 0.3
H 5.835175 0.569194 -3.555424 -0.1 0.2 -0.3
H 5.768578 -0.273153 -2.037461 0.0 -0.1 0.1
H 6.423496 2.679051 -4.117031 0.2 0.0 -0.2
H 7.054148 4.049791 -3.137070 0.3 -0.1 0.0
H 5.317211 3.772699 -3.313908 0.0 0.0 -0.2
H 1.086947 1.337810 -2.589331 0.4 -0.1 0.0
H -0.802447 -0.976974 -2.014604 -0.2 0.0 0.2
H -0.242274 -0.407946 -3.562551 -0.1 0.0 -0.1
H -1.267318 1.849858 -3.145645 0.1 0.4 0.5
H -3.112954 1.083501 -4.315966 -0.1 0.1 0.0
H -3.524163 -0.029155 -2.995360 -0.1 0.0 0.0
H -2.316709 -0.478919 -4.187263 0.0 -0.1 -0.2
H 0.633555 2.654344 0.488994 0.1 0.0 0.1
H -0.427565 2.872197 -0.873833 -0.1 -0.1 -0.3
H 1.360279 2.838089 -1.089352 0.0 0.0 -0.2
C -3.212772 -2.399845 4.503678 0.2 0.0 0.2
C -4.057960 -1.294093 3.906530 -0.1 -0.3 -0.1
N -3.784977 0.091637 4.456519 -0.1 0.1 0.3
C -4.092318 0.076060 5.929611 0.1 0.0 -0.1
C -4.774391 1.081006 3.864895 0.0 -0.1 -0.3
C -4.694231 1.339568 2.368545 0.0 0.2 0.0
C -2.336307 0.542193 4.341144 0.0 -0.2 -0.1
C -1.674217 0.512724 2.974185 0.2 -0.1 -0.2
O -1.642329 -0.793395 2.452672 -0.1 0.2 0.1
C -1.678272 -0.847302 1.022212 -0.1 -0.3 0.0
H -3.400630 -2.538274 5.568270 -0.1 0.0 0.0
H -3.469715 -3.336996 4.011320 0.0 0.1 -0.1
H -2.147445 -2.241324 4.357274 0.0 0.0 -0.1
H -5.112880 -1.490736 4.110419 0.0 0.2 0.1
H -3.939969 -1.258191 2.830397 0.2 0.1 0.0
H -5.108021 -0.286571 6.065710 0.0 0.0 0.0
H -3.998614 1.090606 6.309107 0.0 0.0 0.0
H -3.382857 -0.567960 6.437577 0.0 0.0 0.0
H -4.641453 2.014740 4.409809 0.0 0.0 0.1
H -5.758442 0.681682 4.109387 0.1 0.0 0.1
H -3.946074 2.091318 2.131894 0.1 -0.1 -0.1
H -5.645355 1.760234 2.040715 0.0 -0.1 0.1
H -4.516819 0.446337 1.773874 0.0 0.0 0.0
H -1.773993 -0.100180 5.016751 0.0 0.0 0.0
H -2.310135 1.558974 4.734733 0.0 0.0 0.0
H -0.640255 0.854250 3.110816 -0.1 0.2 0.2
H -2.139662 1.209997 2.281090 -0.1 0.0 0.0
H -1.435589 0.107341 0.561569 0.1 0.0 0.0
H -2.678561 -1.162186 0.702853 0.0 0.1 0.0
H -0.958980 -1.592159 0.686384 0.1 0.1 0.0